Version 1
Entry from the OMol25 dataset: a cluster of 2 separate species, C5H10N2S in total (ωB97M-V/def2-TZVPD).

Structure (XYZ):
```
18
Properties=species:S:1:pos:R:3:mulliken_charge:R:1
N -2.63776 -1.58662 -0.30291 -0.460
H -3.54239 0.66427 1.56721 0.238
H 3.93846 0.25895 -1.10357 0.229
C 2.41086 -1.20805 -0.13162 -0.444
H 2.79388 -1.80198 0.74448 0.296
H -2.57534 1.62549 0.56360 0.285
H -4.09266 0.91210 -0.03918 0.312
S 0.58162 -1.09559 0.12517 -0.139
H 3.84851 0.27581 0.67309 0.274
H -3.47295 -2.08498 -0.16953 0.227
H 0.51745 2.29351 -0.66746 0.220
H 2.44294 -1.71530 -1.12458 0.320
H 2.47409 0.92007 -0.24856 0.050
N -0.16227 1.61316 -0.27499 -0.578
C 3.23585 0.13702 -0.15342 -0.617
C -3.14146 0.79871 0.49150 -0.972
C -0.13253 0.39751 0.06370 0.265
C -2.48632 -0.40407 -0.01292 0.492
```

Summary:
* frontier orbital gap (alpha / beta): 7.3 / 7.5 eV
* net charge: 0

Version 2
Entry from the OMol25 dataset: an isolated molecule of C5H10N2S (ωB97M-V/def2-TZVPD).

Structure (XYZ):
```
18
Properties=species:S:1:pos:R:3:mulliken_charge:R:1
H -2.02086 0.63071 0.87316 0.262
H -0.21918 2.79146 0.31215 0.377
H 0.84020 1.96907 -2.41757 0.238
C 0.02797 2.15526 -0.48496 0.044
S 1.29272 -0.54474 -1.80597 -0.328
H -0.02637 -2.93851 1.74956 0.264
C 0.50788 -2.20459 1.02683 -0.922
N -0.31599 0.85406 -0.09315 0.359
C 0.11015 -0.36486 -0.61614 0.276
C -0.44366 -1.59333 -0.01098 -0.742
H 1.27776 -2.82383 0.51973 0.319
H -0.60227 0.12715 1.67957 0.299
H 0.95324 -1.43653 1.68855 0.298
H 0.96381 3.65024 -1.57380 0.247
C 0.73607 2.57283 -1.52571 -0.794
H -1.42109 -1.44283 0.47703 0.320
N -1.03770 0.86370 1.11387 -0.830
H -0.62268 -2.26524 -0.91218 0.313
```

Summary:
* SMILES: C=CN(N)C(=S)CC
* frontier orbital gap: 8.4 eV
* net charge: 0

Version 3
Entry from the OMol25 dataset: an isolated molecule of C5H10N2S (ωB97M-V/def2-TZVPD).

Structure (XYZ):
```
18
Properties=species:S:1:pos:R:3:mulliken_charge:R:1
H 1.42980 1.99771 -0.57276 0.347
H -0.25401 -2.54248 3.31539 0.258
H -0.17043 -0.46854 -2.86853 0.279
C -0.23204 0.66489 -1.19186 0.150
H -0.69642 -0.34764 2.98840 0.255
C 0.08223 -0.48535 -0.26766 0.208
H 0.31105 2.69026 -1.69714 0.412
H 0.07560 -2.98738 1.51420 0.273
H -0.83439 0.67645 1.16104 0.246
C 0.41240 2.05860 -0.81837 -1.401
C -0.47695 -0.97233 2.12502 0.033
S 0.97722 -1.81327 -0.63344 -0.361
H -0.16503 2.51335 -0.03156 0.425
N 0.18659 0.41710 -2.53798 -0.730
H 1.20510 0.28851 -2.57685 0.280
N -0.40281 -0.18875 0.97720 -0.110
H -1.29017 0.79898 -1.18663 0.305
C -0.15774 -2.30010 2.30154 -0.870
```

Summary:
* SMILES: C=CNC(=S)[C@@H](C)N
* frontier orbital gap: 8.8 eV
* net charge: 0

Version 4
Entry from the OMol25 dataset: an isolated molecule of C5H10N2S (ωB97M-V/def2-TZVPD).

Structure (XYZ):
```
18
Properties=species:S:1:pos:R:3:mulliken_charge:R:1
C 0.25349 0.50764 1.71239 -0.612
H -0.40344 -2.29632 1.11696 0.394
H 0.47476 -2.02098 -0.54179 0.463
C 0.67275 -0.44969 0.65294 0.373
C -0.99482 -0.66802 -1.70202 0.089
H -1.71934 -0.14962 -2.29783 0.324
N 0.23673 -0.38191 -2.27248 -0.229
N -1.27404 -1.08038 -0.49855 -0.598
H -0.49133 -0.06519 2.18073 0.293
H 1.14174 0.64943 2.38570 0.352
S 2.17621 -0.26398 -0.02039 -0.280
C -0.23267 1.82068 1.19001 -0.990
C -0.19680 -1.64661 0.23052 -0.738
H -0.98142 1.66348 0.38647 0.271
H 0.70896 2.38641 0.85145 0.250
H 0.14520 -0.08009 -3.29962 0.241
H 1.19525 -0.44329 -1.95202 0.046
H -0.71123 2.51845 1.87753 0.351
```

Summary:
* SMILES: CCC(=S)C/N=C\N
* frontier orbital gap: 8.3 eV
* net charge: 0

Result of the stability comparison: version 3 is the most stable of them.

Version 1
Entry from the OMol25 dataset: an isolated molecule of C5H10N2S (ωB97M-V/def2-TZVPD).

Structure (XYZ):
```
18
Properties=species:S:1:pos:R:3:mulliken_charge:R:1
H -1.56461 1.55280 1.49513 0.403
H 3.70851 -0.54473 -0.82828 0.263
H -3.22179 -0.45166 -0.32124 0.237
H -2.53529 1.39426 0.32708 0.446
H 2.32511 1.59631 -0.13843 0.225
H -2.18385 -2.13092 -1.02513 0.290
C 0.82225 0.38080 -0.15089 0.537
N 2.13404 0.64451 -0.27347 -0.206
H -1.31000 -1.17913 1.25105 0.231
S -0.17872 1.98853 -0.32677 -0.289
H 2.24300 -1.39252 0.05114 0.263
N 0.25874 -0.62368 0.19249 -0.428
C -2.17957 -0.96208 -0.66995 -0.966
H -1.90104 -0.38736 -1.57979 0.267
C -1.51338 1.17362 0.52015 -0.710
H 3.34046 -0.19558 1.10820 0.264
C -1.19341 -0.43500 0.37613 -0.050
C 2.94954 -0.42815 -0.00740 -0.777
```

Summary:
* SMILES: CNC1=N[C@H](C)CS1
* frontier orbital gap: 9.5 eV
* net charge: 0

Version 2
Entry from the OMol25 dataset: a cluster of 2 separate species, C5H10N2S in total (ωB97M-V/def2-TZVPD).

Structure (XYZ):
```
18
Properties=species:S:1:pos:R:3:mulliken_charge:R:1
H 1.87579 -1.09990 0.76583 0.450
C 0.92349 -1.46907 0.48919 -1.606
C 0.92566 2.05529 0.31084 0.131
H -1.59261 -0.31488 -1.51336 0.349
H -1.35679 0.23672 1.75617 0.237
C 0.03514 0.97917 0.43004 -0.088
H -1.55347 -1.46128 0.11222 0.378
H 0.39452 -1.68162 1.38356 0.417
C 0.28369 -0.34416 -0.26244 0.676
N 1.68923 2.94628 0.16123 -0.457
N -0.51731 0.78541 1.69830 -0.495
C -1.05917 -1.02333 -0.76619 -1.185
H 0.14470 0.91124 -2.37483 0.165
H -1.06869 1.89658 -1.02268 0.054
S 1.13626 0.06424 -1.83264 -0.135
H -0.74289 1.63273 2.23452 0.285
H 1.10203 -2.27855 -0.21373 0.435
H -0.61958 -1.83487 -1.35602 0.387
```

Summary:
* frontier orbital gap (alpha / beta): 7.9 / 8.4 eV
* net charge: 0

Version 3
Entry from the OMol25 dataset: an isolated molecule of C5H10N2S (ωB97M-V/def2-TZVPD).

Structure (XYZ):
```
18
Properties=species:S:1:pos:R:3:mulliken_charge:R:1
H 0.53848 -1.30226 1.33094 0.338
N -2.32840 1.42889 -0.23372 -0.488
C -1.06236 1.37111 -0.27986 0.148
H 1.97717 -0.09811 -1.88012 0.141
N -0.36712 -1.08837 -0.97515 -0.502
H -0.28588 0.31854 2.30560 0.277
H -0.24568 -0.78444 -1.94851 0.251
C 2.24251 0.34756 -0.69377 -0.385
C 1.35746 0.55306 0.15509 -1.051
C 0.02987 0.06798 0.00122 1.030
H 0.20651 -1.88256 -1.07168 0.218
S -3.15099 -0.15708 -0.23618 -0.145
H -2.03283 -1.10156 0.05893 0.150
H 3.42428 0.44920 -0.10180 0.174
H -1.34012 -0.92718 1.41345 0.410
C -0.33351 -0.52722 1.46197 -1.028
H 1.79936 0.95260 1.21506 0.166
H -0.42874 2.37984 -0.52147 0.295
```

Summary:
* SMILES: C=C[C@](C)(N)/C=N\S
* frontier orbital gap: 9.2 eV
* net charge: 0

Result of the stability comparison: version 1 is the most stable of them.

Version 1
Entry from the OMol25 dataset: the ion C5H15N2 with charge +1 (ωB97M-V/def2-TZVPD).

Structure (XYZ):
```
22
Properties=species:S:1:pos:R:3:mulliken_charge:R:1
H 2.12134 0.46000 1.84520 0.386
H 3.07790 -0.88495 -0.10613 0.332
H -1.34908 1.39035 1.11741 0.466
C 1.01971 0.53932 1.93035 -1.380
C 0.52557 0.56270 0.46437 -0.014
H -1.34762 -0.27575 1.16130 0.374
C -1.00467 0.55379 0.49610 -0.849
H 2.48471 -1.26934 -1.72177 0.371
H 0.90011 1.48408 2.43732 0.425
H -3.05531 -0.15540 -2.11154 0.352
H 0.75243 -1.49531 0.11334 0.437
C 2.32666 -0.63607 -0.86171 -0.797
H 2.58900 0.42101 -1.06979 0.327
H 0.16741 -0.66337 -1.06802 0.350
H -2.23969 -1.49805 -1.20989 0.262
H -1.95085 1.40176 -0.98393 0.282
H 0.79723 -0.41831 2.43238 0.384
C -2.62804 -0.48612 -1.15837 -0.894
H 0.87974 1.44459 -0.05274 0.379
N 0.94025 -0.60926 -0.37451 -0.154
N -1.54207 0.48448 -0.84910 -0.398
H -3.46474 -0.35017 -0.43025 0.356
```

Summary:
* SMILES: CNC[C@@H](C)[NH2+]C
* frontier orbital gap: 10.6 eV
* net charge: +1

Version 2
Entry from the OMol25 dataset: the ion C5H15N2 with charge +1 (ωB97M-V/def2-TZVPD).

Structure (XYZ):
```
22
Properties=species:S:1:pos:R:3:mulliken_charge:R:1
C -0.65082 0.07079 0.71249 0.030
C 0.90872 0.12381 0.85768 -0.849
H 3.54140 -0.05343 0.21766 0.336
N -0.91465 -0.13123 -0.76750 -0.242
C -1.32714 1.32569 1.23049 -1.284
H -2.37108 1.42635 0.93966 0.396
C -2.26836 -0.57085 -1.20872 -0.791
H -2.56272 -1.44542 -0.63883 0.331
H -0.93285 -0.85581 1.21332 0.384
H 2.77142 0.46171 -1.29966 0.308
H -0.74455 2.21755 1.03338 0.352
H -0.61884 0.69147 -1.29559 0.393
N 1.55699 -0.75165 -0.09417 -0.385
C 2.89640 -0.36453 -0.60540 -0.944
H 3.34751 -1.21781 -1.09277 0.330
H -0.10535 -0.77941 -0.97946 0.522
H -2.14132 -0.79082 -2.26332 0.375
H 1.23045 1.13452 0.58588 0.472
H -3.00519 0.18546 -0.96485 0.299
H 1.15264 -0.12064 1.88750 0.367
H 1.67847 -1.70136 0.22929 0.224
H -1.44112 1.14560 2.30294 0.376
```

Summary:
* SMILES: CNC[C@@H](C)[NH2+]C
* frontier orbital gap: 10.7 eV
* net charge: +1

Version 3
Entry from the OMol25 dataset: a cluster of 2 separate species, C5H15N2 in total (ωB97M-V/def2-TZVPD).

Structure (XYZ):
```
22
Properties=species:S:1:pos:R:3:mulliken_charge:R:1
H -0.85227 1.68941 0.22287 0.253
H 2.49185 0.57143 0.17816 0.426
H -0.50895 1.87572 -1.52472 0.470
H -1.19932 0.30790 -2.50276 0.351
H -0.10045 -1.03730 -2.61833 0.388
H -3.02939 1.51841 1.50125 0.244
H 0.76864 1.99096 -0.36979 0.462
H -1.49925 -1.21581 -1.41088 0.356
H 1.57643 -2.35015 -0.88759 0.331
C 0.03312 0.03488 -0.78003 1.280
H 1.28920 0.48311 1.71518 0.280
H -1.68967 2.08885 2.23459 0.264
H -0.10337 -2.53536 -0.00437 0.290
C 1.78954 0.01131 0.90219 -1.070
H 2.34851 -0.89683 1.26355 0.439
N -2.00721 1.31660 1.61470 -0.843
C 0.98916 -2.05972 0.04497 -0.920
C -0.08987 1.47116 -0.66458 -1.440
H -1.79639 0.39971 1.98944 0.230
C -0.70031 -0.56128 -1.87653 -1.406
N 0.85504 -0.63634 -0.05210 0.172
H 1.43495 -2.46664 1.02480 0.441
```

Summary:
* frontier orbital gap: 10.2 eV
* net charge: +1

Result of the stability comparison: version 2 is the most stable of them.

Version 1
Entry from the OMol25 dataset: a structure of composition ArH24O12 (ωB97M-V/def2-TZVPD).

Structure (XYZ):
```
37
Properties=species:S:1:pos:R:3:mulliken_charge:R:1
H -17.35427 -9.27905 -13.78771 0.400
H -16.51784 -7.49750 -8.28965 0.349
H -14.15457 -4.43663 -13.93698 0.334
O -18.11201 -5.04094 -9.42557 -0.661
O -16.62204 -6.83603 -7.60566 -0.605
O -14.19864 -11.18070 -11.24357 -0.681
O -15.23963 -4.91305 -9.30484 -0.568
H -16.82848 -10.82869 -8.06209 0.274
H -11.96677 -6.17343 -12.88926 0.290
O -13.81786 -8.86897 -8.65778 -0.526
H -17.18211 -6.16807 -8.00110 0.279
O -12.65282 -6.69592 -13.30467 -0.596
H -14.63046 -9.37089 -8.59456 0.248
O -16.47516 -10.16828 -8.65813 -0.582
H -13.72038 -8.46077 -7.79749 0.280
O -14.78885 -4.86662 -13.36338 -0.676
H -15.03928 -4.43662 -8.49917 0.274
H -12.67313 -8.18040 -10.04326 0.334
H -17.02105 -10.23545 -9.44153 0.294
O -18.03879 -8.85961 -14.30900 -0.630
H -14.28604 -11.38965 -10.31356 0.286
H -17.92897 -4.11486 -9.58397 0.286
H -13.41775 -10.62936 -11.29332 0.332
O -12.84578 -5.11650 -10.38403 -0.681
H -12.08668 -6.95099 -10.70396 0.366
H -13.44865 -6.17466 -13.19898 0.380
H -15.58057 -10.68563 -12.44366 0.355
H -14.98072 -4.21640 -12.68764 0.308
O -16.30083 -10.59194 -13.06710 -0.676
Ar -16.09800 -7.67003 -11.44868 -0.024
H -13.73736 -5.04996 -10.04212 0.463
H -15.90731 -10.78188 -13.91874 0.333
H -16.17485 -5.10726 -9.24255 0.295
O -11.86636 -7.84172 -10.43141 -0.629
H -18.76090 -9.48793 -14.30699 0.291
H -12.95855 -5.36405 -11.30176 0.201
H -19.06722 -5.09509 -9.39574 0.284
```

Summary:
* frontier orbital gap: 9.7 eV
* net charge: 0

Version 2
Entry from the OMol25 dataset: a structure of composition ArH24O12 (ωB97M-V/def2-TZVPD).

Structure (XYZ):
```
37
Properties=species:S:1:pos:R:3:mulliken_charge:R:1
H 0.04751 -2.16397 -2.17972 0.349
H 2.42989 0.08096 -2.25815 0.343
H 1.64743 0.41618 2.89729 0.323
H 2.52832 3.06296 0.56802 0.286
H -0.66563 -0.93905 -4.42366 0.283
O 2.13708 2.31949 1.02674 -0.684
O 3.46595 0.15128 -0.05131 -0.670
O -0.51173 -0.86491 -3.48183 -0.760
O 1.44355 -0.50063 3.08202 -0.613
O -2.07651 0.99250 -2.04571 -0.608
O 0.75951 -2.61179 -1.72284 -0.629
O 2.14920 0.31486 -3.14288 -0.657
H 2.57518 1.55246 0.65801 0.414
H -3.89142 0.94019 0.88546 0.347
H -3.81219 1.05664 -0.62187 0.339
H 0.44442 2.43682 0.09188 0.348
H 3.62548 -0.79253 -0.04786 0.290
O -4.43056 0.91513 0.09494 -0.660
H 4.30599 0.53575 -0.30181 0.295
H 0.31962 -3.16969 -1.08137 0.433
H -2.88347 1.79318 2.68724 0.271
H -0.28820 -5.14343 0.03068 0.302
H -1.05442 -0.32055 4.96286 0.291
H 0.37838 -0.52017 -3.41052 0.360
Ar -0.31308 -0.34927 0.40711 0.003
O -0.24289 -4.22674 0.30246 -0.664
H 2.91184 0.13391 -3.69231 0.291
H -2.28520 -0.59947 4.12663 0.301
O -2.16978 1.53971 2.10189 -0.628
H -1.81039 0.74318 2.49256 0.345
H -1.54714 1.62830 -1.56429 0.371
H 0.50324 -0.50604 3.26092 0.321
H -1.13473 -4.01345 0.57697 0.326
O -1.34772 -0.41912 4.05705 -0.650
H -1.44085 0.48085 -2.54610 0.327
H 0.39680 3.24977 -1.18434 0.253
O -0.16336 2.79664 -0.55416 -0.591
```

Summary:
* frontier orbital gap: 9.9 eV
* net charge: 0

Result of the stability comparison: version 2 is the most stable of them.